(1)
{"formula": "C38H53EuN4OP2S", "method": "wB97M-V/def2-TZVPD", "total_energy_ha": -3565.06884, "charge": 1, "homo_energy_ev": [-8.081, -8.085], "mol_weight_g_mol": 827.85, "spin_multiplicity": 8, "largest_force_ev_per_a": 6.34, "s_squared": 15.760, "symbols": ["C", "C", "C", "C", "C", "H", "H", "H", "N", "P", "P", "C", "H", "H", "C", "O", "C", "H", "C", "C", "C", "C", "C", "H", "H", "H", "C", "H", "H", "H", "C", "H", "H", "H", "C", "H", "H", "H", "C", "H", "H", "H", "C", "H", "H", "H", "C", "H", "H", "H", "C", "H", "H", "H", "C", "H", "H", "H", "C", "H", "H", "H", "C", "H", "H", "H", "C", "H", "H", "H", "Eu", "N", "C", "C", "C", "C", "C", "H", "C", "H", "C", "H", "H", "H", "N", "C", "N", "C", "C", "C", "C", "C", "C", "S", "H", "H", "H", "H", "H", "H"], "xyz": [[-2.006, -1.486, -1.059], [0.248, -1.673, -1.773], [-2.386, -2.428, -1.989], [-0.178, -2.457, -2.863], [-1.477, -2.929, -2.906], [-3.430, -2.763, -2.017], [0.566, -2.771, -3.585], [-1.764, -3.625, -3.669], [-0.700, -1.164, -0.889], [-2.877, 0.731, 0.538], [2.523, -0.705, -0.257], [-3.155, -0.934, -0.115], [-4.111, -0.999, -0.676], [-3.274, -1.674, 0.701], [0.351, 3.082, 2.500], [0.454, 4.134, 2.910], [1.704, -1.451, -1.696], [2.080, -1.002, -2.636], [3.933, 0.642, -0.637], [3.202, -2.468, -0.039], [-3.634, 1.811, -0.836], [-3.852, 0.764, 2.179], [3.586, 2.033, -0.068], [3.348, 2.002, 1.004], [4.465, 2.693, -0.186], [2.749, 2.505, -0.590], [5.248, 0.221, 0.032], [5.130, 0.132, 1.118], [5.651, -0.717, -0.357], [6.017, 0.991, -0.136], [4.076, 0.778, -2.151], [4.855, 1.526, -2.382], [4.374, -0.155, -2.645], [3.134, 1.130, -2.596], [3.874, -2.560, 1.322], [3.223, -2.205, 2.126], [4.096, -3.609, 1.534], [4.807, -2.002, 1.379], [2.007, -3.429, -0.044], [1.213, -3.110, 0.645], [1.566, -3.528, -1.042], [2.336, -4.434, 0.238], [4.115, -2.757, -1.233], [3.844, -2.258, -2.177], [5.168, -2.525, -1.043], [4.047, -3.826, -1.469], [-3.736, 2.182, 2.791], [-4.135, 2.150, 3.819], [-2.692, 2.535, 2.857], [-4.315, 2.933, 2.232], [-3.199, -0.238, 3.154], [-3.280, -1.281, 2.817], [-2.139, -0.019, 3.366], [-3.738, -0.159, 4.112], [-5.330, 0.379, 1.984], [-5.775, 0.215, 2.979], [-5.912, 1.176, 1.504], [-5.466, -0.551, 1.413], [-2.914, 1.455, -2.145], [-3.201, 2.192, -2.917], [-1.825, 1.498, -2.047], [-3.186, 0.455, -2.516], [-3.367, 3.291, -0.498], [-2.292, 3.485, -0.345], [-3.712, 3.900, -1.350], [-3.915, 3.632, 0.395], [-5.137, 1.571, -1.030], [-5.382, 0.507, -1.162], [-5.747, 1.984, -0.214], [-5.437, 2.096, -1.952], [0.043, 0.353, 1.088], [0.269, 1.996, -0.836], [0.443, 2.174, -2.014], [0.781, 2.193, -3.392], [0.711, 3.505, -3.884], [1.010, 1.140, -4.337], [0.807, 3.808, -5.237], [0.514, 4.304, -3.154], [1.108, 1.456, -5.718], [1.063, 0.082, -4.068], [1.008, 2.779, -6.157], [0.696, 4.849, -5.525], [1.245, 0.680, -6.488], [1.085, 3.041, -7.221], [-1.219, -3.321, 1.701], [-0.567, -2.723, 2.730], [0.186, -1.633, 2.586], [0.793, -1.244, 3.796], [1.577, -0.087, 3.986], [2.060, 0.176, 5.273], [1.760, -0.689, 6.334], [0.962, -1.829, 6.139], [0.476, -2.096, 4.866], [-0.640, -3.371, 4.338], [-1.697, -4.175, 1.856], [-1.101, -2.944, 0.744], [1.807, 0.600, 3.152], [2.673, 1.059, 5.462], [2.141, -0.482, 7.334], [0.692, -2.517, 6.936]], "lowdin_spin": [0.000, 0.000, 0.000, 0.000, 0.001, 0.000, 0.000, 0.000, -0.010, -0.005, -0.007, 0.001, 0.000, 0.000, 0.001, 0.001, 0.002, 0.000, -0.001, -0.002, -0.001, 0.000, 0.001, 0.000, 0.000, 0.000, 0.000, 0.000, 0.000, 0.000, 0.000, 0.000, 0.000, 0.000, 0.000, 0.000, 0.000, 0.000, 0.000, 0.000, 0.000, 0.000, -0.001, 0.000, 0.000, 0.000, 0.000, 0.000, 0.000, 0.000, 0.001, 0.000, 0.001, 0.000, 0.000, 0.000, 0.000, 0.000, 0.000, 0.000, 0.000, 0.000, 0.000, 0.000, 0.000, 0.000, 0.000, 0.000, 0.000, 0.000, 7.025, -0.007, 0.005, 0.000, 0.001, 0.001, 0.000, 0.000, 0.000, 0.000, 0.001, 0.000, 0.000, 0.000, 0.001, 0.001, -0.010, 0.000, 0.000, 0.000, 0.000, 0.000, 0.000, 0.000, 0.000, 0.000, 0.000, 0.000, 0.000, 0.000]}

(2)
{"formula": "C5H9ClSi", "method": "wB97M-V/def2-TZVPD", "total_energy_ha": -945.60424, "homo_energy_ev": -8.935, "mol_weight_g_mol": 132.67, "smiles": "Cl[SiH2][C@H]1C=CCC1", "largest_force_ev_per_a": 4.01, "relative_energy_ev": 0.538, "symbols": ["Cl", "Si", "C", "C", "C", "C", "C", "H", "H", "H", "H", "H", "H", "H", "H", "H"], "xyz": [[3.960, 0.108, 0.317], [2.206, 0.168, -0.681], [0.783, 0.278, 0.595], [-0.110, 1.445, 0.372], [-1.325, 1.074, 0.006], [-1.454, -0.418, -0.057], [-0.181, -0.916, 0.647], [2.236, 1.338, -1.554], [2.109, -1.057, -1.472], [1.420, 0.409, 1.737], [0.248, 2.455, 0.457], [-2.141, 1.723, -0.256], [-2.365, -0.776, 0.419], [-1.481, -0.741, -1.104], [-0.411, -1.169, 1.683], [0.224, -1.807, 0.167]], "nbo_charge": [-0.381, 1.136, -0.664, -0.209, -0.187, -0.440, -0.404, -0.179, -0.183, 0.239, 0.217, 0.212, 0.214, 0.206, 0.214, 0.210]}

(3)
{"formula": "C3H7NO3", "method": "wB97M-V/def2-TZVPD", "total_energy_ha": -398.96770, "homo_energy_ev": -9.959, "mol_weight_g_mol": 105.09, "smiles": "O=CCNC=O.O", "largest_force_ev_per_a": 1.26, "relative_energy_ev": 1.904, "symbols": ["O", "C", "C", "N", "C", "O", "H", "H", "H", "H", "H", "O", "H", "H"], "xyz": [[-1.620, 0.478, 1.143], [-0.428, 0.405, 1.360], [0.405, -0.793, 0.980], [0.809, -0.384, -0.359], [1.811, 0.495, -0.614], [2.400, 1.138, 0.219], [0.109, 1.336, 1.558], [1.305, -1.042, 1.561], [-0.178, -1.720, 0.964], [0.141, -0.516, -1.126], [2.029, 0.506, -1.726], [-2.200, -0.216, -1.662], [-2.894, -0.211, -0.989], [-1.689, 0.525, -1.310]], "nbo_charge": [-0.553, 0.424, -0.336, -0.620, 0.529, -0.596, 0.142, 0.235, 0.231, 0.420, 0.117, -0.939, 0.482, 0.462]}

Please write out number 2 again, unchanged.
{"formula": "C5H9ClSi", "method": "wB97M-V/def2-TZVPD", "total_energy_ha": -945.60424, "homo_energy_ev": -8.935, "mol_weight_g_mol": 132.67, "smiles": "Cl[SiH2][C@H]1C=CCC1", "largest_force_ev_per_a": 4.01, "relative_energy_ev": 0.538, "symbols": ["Cl", "Si", "C", "C", "C", "C", "C", "H", "H", "H", "H", "H", "H", "H", "H", "H"], "xyz": [[3.960, 0.108, 0.317], [2.206, 0.168, -0.681], [0.783, 0.278, 0.595], [-0.110, 1.445, 0.372], [-1.325, 1.074, 0.006], [-1.454, -0.418, -0.057], [-0.181, -0.916, 0.647], [2.236, 1.338, -1.554], [2.109, -1.057, -1.472], [1.420, 0.409, 1.737], [0.248, 2.455, 0.457], [-2.141, 1.723, -0.256], [-2.365, -0.776, 0.419], [-1.481, -0.741, -1.104], [-0.411, -1.169, 1.683], [0.224, -1.807, 0.167]], "nbo_charge": [-0.381, 1.136, -0.664, -0.209, -0.187, -0.440, -0.404, -0.179, -0.183, 0.239, 0.217, 0.212, 0.214, 0.206, 0.214, 0.210]}

Repeat the second record exactly.
{"formula": "C5H9ClSi", "method": "wB97M-V/def2-TZVPD", "total_energy_ha": -945.60424, "homo_energy_ev": -8.935, "mol_weight_g_mol": 132.67, "smiles": "Cl[SiH2][C@H]1C=CCC1", "largest_force_ev_per_a": 4.01, "relative_energy_ev": 0.538, "symbols": ["Cl", "Si", "C", "C", "C", "C", "C", "H", "H", "H", "H", "H", "H", "H", "H", "H"], "xyz": [[3.960, 0.108, 0.317], [2.206, 0.168, -0.681], [0.783, 0.278, 0.595], [-0.110, 1.445, 0.372], [-1.325, 1.074, 0.006], [-1.454, -0.418, -0.057], [-0.181, -0.916, 0.647], [2.236, 1.338, -1.554], [2.109, -1.057, -1.472], [1.420, 0.409, 1.737], [0.248, 2.455, 0.457], [-2.141, 1.723, -0.256], [-2.365, -0.776, 0.419], [-1.481, -0.741, -1.104], [-0.411, -1.169, 1.683], [0.224, -1.807, 0.167]], "nbo_charge": [-0.381, 1.136, -0.664, -0.209, -0.187, -0.440, -0.404, -0.179, -0.183, 0.239, 0.217, 0.212, 0.214, 0.206, 0.214, 0.210]}

Which formula does entry 3 have? C3H7NO3